Molecular formula: C66H164N12O2
Method: DFT, ωB97M-V with the def2-TZVPD basis set

Each line ends with the Löwdin charge.
Element x y z (Å)
C -21.198 31.401 15.730  -0.0849
C -21.291 31.847 14.221  -0.2241
N -22.187 33.039 14.002  -0.1805
C -23.588 32.584 13.826  -0.2563
C -23.902 32.053 12.484  -0.1205
C -21.698 33.842 12.918  -0.2697
C -22.542 35.154 12.850  -0.0783
H -20.271 30.855 15.907  0.0599
H -22.026 30.748 16.005  0.0515
H -21.245 32.180 16.491  0.0671
H -20.245 32.067 14.010  0.0968
H -21.469 31.030 13.522  0.1006
H -23.770 31.696 14.432  0.1108
H -24.253 33.391 14.135  0.1134
H -23.199 31.287 12.158  0.0765
H -24.915 31.678 12.338  0.0819
H -23.827 32.837 11.730  0.0591
H -21.878 33.282 12.000  0.0930
H -20.631 34.061 12.968  0.1131
H -23.531 34.907 12.466  0.0522
H -22.162 35.939 12.196  0.0655
H -22.730 35.618 13.819  0.0729
C -15.176 23.020 17.932  -0.1047
C -16.355 22.632 17.031  -0.2919
N -16.793 23.693 16.151  -0.2019
C -15.768 23.857 15.101  -0.2250
C -15.991 25.274 14.530  -0.0920
C -18.220 23.611 15.843  -0.2245
C -18.597 22.294 15.069  -0.0756
H -14.998 22.441 18.838  0.0669
H -15.237 24.078 18.190  0.0756
H -14.207 22.909 17.446  0.0563
H -15.951 21.728 16.576  0.1078
H -17.171 22.390 17.712  0.1143
H -14.760 23.911 15.513  0.1002
H -15.728 23.012 14.413  0.1112
H -16.826 25.279 13.829  0.0592
H -16.255 26.048 15.250  0.0755
H -15.096 25.714 14.091  0.0638
H -18.494 24.454 15.208  0.0964
H -18.805 23.747 16.752  0.1088
H -18.192 21.455 15.635  0.0540
H -18.135 22.317 14.082  0.0630
H -19.643 22.023 14.926  0.0629
C -29.968 27.456 26.008  -0.0889
C -28.871 27.203 27.039  -0.2612
N -27.626 26.865 26.385  -0.2064
C -26.627 26.155 27.154  -0.2439
C -27.131 25.044 28.186  -0.0824
C -27.062 27.958 25.589  -0.2495
C -25.983 27.537 24.587  -0.0870
H -30.942 27.706 26.429  0.0702
H -30.063 26.578 25.369  0.0774
H -29.716 28.299 25.364  0.0519
H -28.695 28.132 27.582  0.1100
H -29.215 26.500 27.798  0.1028
H -25.974 25.607 26.474  0.0997
H -25.996 26.742 27.822  0.1053
H -26.272 24.505 28.586  0.0660
H -27.764 25.481 28.958  0.0540
H -27.765 24.339 27.647  0.0661
H -26.644 28.617 26.350  0.1114
H -27.814 28.542 25.057  0.0982
H -25.087 27.161 25.081  0.0599
H -25.686 28.410 24.008  0.0695
H -26.346 26.755 23.920  0.0769
C -12.156 34.087 16.848  -0.0729
C -11.728 35.380 17.573  -0.2667
N -10.864 36.272 16.808  -0.1919
C -9.545 35.681 16.581  -0.2803
C -8.634 36.312 15.549  -0.0934
C -10.735 37.563 17.492  -0.2727
C -12.021 38.370 17.513  -0.0904
H -12.839 34.385 16.053  0.0728
H -12.783 33.590 17.589  0.0689
H -11.377 33.434 16.455  0.0600
H -12.637 35.873 17.919  0.0998
H -11.226 35.241 18.531  0.1099
H -9.670 34.655 16.235  0.0966
H -8.989 35.603 17.515  0.1132
H -9.257 36.779 14.786  0.0791
H -8.027 35.523 15.105  0.0705
H -7.975 37.050 16.007  0.0653
H -10.370 37.392 18.505  0.1105
H -9.957 38.145 16.996  0.1093
H -12.791 37.960 18.167  0.0576
H -11.838 39.354 17.944  0.0727
H -12.395 38.323 16.490  0.0824
C -19.161 17.508 29.710  -0.0860
C -17.704 17.071 29.614  -0.2640
N -16.787 17.822 28.717  -0.1737
C -17.043 17.348 27.315  -0.2604
C -16.015 17.872 26.352  -0.0998
C -16.961 19.255 28.929  -0.2789
C -16.470 19.708 30.335  -0.0773
H -19.782 16.881 30.349  0.0759
H -19.539 17.488 28.687  0.0666
H -19.137 18.511 30.136  0.0562
H -17.248 17.156 30.600  0.1029
H -17.678 16.036 29.275  0.1038
H -16.908 16.268 27.372  0.1089
H -18.069 17.600 27.049  0.1065
H -16.209 18.929 26.167  0.0615
H -15.026 17.720 26.785  0.0836
H -16.121 17.383 25.383  0.0722
H -17.939 19.677 28.696  0.1062
H -16.360 19.803 28.204  0.0951
H -16.157 20.749 30.256  0.0652
H -15.590 19.186 30.712  0.0766
H -17.313 19.616 31.020  0.0586
C -9.520 27.253 23.968  -0.1005
C -8.282 26.485 24.324  -0.2578
N -8.143 25.127 23.761  -0.1712
C -9.166 24.153 24.125  -0.2818
C -9.279 23.919 25.627  -0.0949
C -8.090 25.130 22.288  -0.2710
C -7.482 23.903 21.572  -0.0788
H -9.447 27.651 22.956  0.0664
H -9.657 28.143 24.582  0.0763
H -10.394 26.604 23.917  0.0691
H -7.442 27.066 23.945  0.1093
H -8.235 26.455 25.413  0.1053
H -10.154 24.372 23.721  0.1104
H -8.808 23.182 23.783  0.0994
H -8.354 23.868 26.202  0.0813
H -9.981 24.666 25.998  0.0639
H -9.839 22.993 25.752  0.0678
H -7.490 26.007 22.045  0.1078
H -9.039 25.341 21.794  0.1034
H -7.687 22.918 21.992  0.0612
H -6.404 24.062 21.587  0.0654
H -7.739 23.959 20.515  0.0688
C -22.646 13.272 22.574  -0.0903
C -21.282 13.221 21.849  -0.2628
N -21.413 13.478 20.413  -0.1818
C -20.148 13.096 19.684  -0.2381
C -20.278 13.088 18.158  -0.0960
C -21.932 14.811 20.143  -0.2712
C -20.976 15.958 20.359  -0.0921
H -23.404 12.538 22.301  0.0747
H -23.082 14.271 22.589  0.0573
H -22.378 13.051 23.607  0.0654
H -20.615 13.914 22.361  0.1026
H -20.877 12.218 21.981  0.1089
H -19.376 13.807 19.980  0.0995
H -19.880 12.068 19.928  0.1086
H -21.138 12.448 17.961  0.0742
H -20.536 14.076 17.777  0.0582
H -19.443 12.693 17.580  0.0709
H -22.864 14.977 20.684  0.1001
H -22.247 14.834 19.100  0.1042
H -20.122 15.968 19.681  0.0688
H -20.686 16.015 21.408  0.0677
H -21.448 16.930 20.220  0.0714
C -15.832 36.705 25.515  -0.0916
C -15.843 37.553 26.818  -0.2419
N -16.586 38.813 26.727  -0.2044
C -16.762 39.489 28.013  -0.2581
C -18.019 38.921 28.663  -0.0894
C -16.064 39.677 25.688  -0.2610
C -17.159 40.676 25.245  -0.0859
H -16.801 36.693 25.015  0.0755
H -15.649 35.665 25.785  0.0643
H -15.043 36.962 24.808  0.0622
H -16.360 36.967 27.578  0.0991
H -14.814 37.652 27.164  0.1103
H -16.889 40.568 27.920  0.1032
H -15.923 39.326 28.689  0.1102
H -18.214 39.395 29.626  0.0691
H -17.857 37.862 28.865  0.0591
H -18.857 39.050 27.978  0.0740
H -15.175 40.253 25.946  0.1136
H -15.846 39.063 24.813  0.0971
H -17.357 41.404 26.031  0.0533
H -16.870 41.254 24.367  0.0672
H -18.087 40.123 25.100  0.0740
C -29.882 26.568 18.350  -0.0978
C -28.418 26.762 17.910  -0.2311
N -27.775 25.458 17.632  -0.2049
C -27.516 25.152 16.206  -0.2301
C -28.832 24.936 15.474  -0.0933
C -27.944 24.314 18.550  -0.2382
C -26.596 23.557 18.612  -0.0976
H -30.386 27.500 18.608  0.0700
H -29.764 25.950 19.240  0.0516
H -30.485 25.959 17.676  0.0635
H -28.411 27.346 16.990  0.1032
H -27.967 27.360 18.702  0.1026
H -26.972 26.027 15.851  0.1089
H -26.862 24.285 16.114  0.0956
H -29.559 25.748 15.505  0.0621
H -28.632 24.762 14.417  0.0683
H -29.364 24.099 15.926  0.0688
H -28.786 23.704 18.223  0.1017
H -28.138 24.520 19.603  0.1069
H -25.787 24.184 18.986  0.0747
H -26.230 23.177 17.658  0.0502
H -26.680 22.679 19.252  0.0650
C -11.714 31.354 31.058  -0.0784
C -10.330 30.636 31.304  -0.2288
N -9.225 31.609 31.488  -0.1927
C -9.002 32.493 30.325  -0.2581
C -8.023 33.633 30.563  -0.1033
C -8.019 30.880 31.951  -0.2664
C -8.143 30.591 33.439  -0.0905
H -12.467 30.583 30.895  0.0620
H -11.705 32.012 30.189  0.0509
H -12.005 31.894 31.959  0.0691
H -10.421 29.932 32.131  0.1009
H -10.081 30.068 30.408  0.1024
H -8.537 31.905 29.534  0.1098
H -9.904 32.965 29.936  0.0981
H -8.163 34.184 31.493  0.0789
H -7.033 33.190 30.459  0.0589
H -7.981 34.390 29.780  0.0686
H -7.168 31.560 31.914  0.0935
H -7.712 30.085 31.271  0.1162
H -7.121 30.358 33.736  0.0714
H -8.816 29.744 33.577  0.0559
H -8.588 31.413 33.999  0.0816
C -16.921 26.059 25.617  -0.0257
N -17.621 25.876 24.290  -0.1698
C -18.483 24.690 24.222  -0.0815
C -17.479 26.737 23.232  -0.3237
O -16.869 27.811 23.284  -0.0103
H -16.048 26.697 25.483  0.0796
H -16.668 25.123 26.116  0.0807
H -17.551 26.625 26.303  0.0819
H -17.955 23.738 24.280  0.0786
H -19.249 24.584 24.991  0.0835
H -18.979 24.609 23.255  0.0773
H -17.954 26.358 22.314  0.1292
C -22.733 34.072 27.068  -0.0634
N -22.431 33.272 28.254  -0.1936
C -21.173 32.477 28.188  -0.0329
C -23.188 33.245 29.391  -0.3597
O -23.086 32.492 30.330  0.0205
H -22.070 34.928 26.942  0.0874
H -23.726 34.489 27.238  0.0769
H -22.846 33.441 26.186  0.0892
H -21.241 31.719 27.408  0.0848
H -20.417 33.208 27.901  0.0794
H -20.847 32.073 29.147  0.0847
H -23.991 33.995 29.326  0.1267

Summary:
HOMO energy = -7.8 eV
net charge = 0
E_LUMO = 0.3 eV
E = -93070.2267 eV
structure (SMILES) = CCN(CC)CC.CCN(CC)CC.CCN(CC)CC.CCN(CC)CC.CCN(CC)CC.CCN(CC)CC.CCN(CC)CC.CCN(CC)CC.CCN(CC)CC.CCN(CC)CC.CN(C)C=O.CN(C)C=O
spin multiplicity = 1
ΔE to the lowest compared entry with this formula, charge and spin = 161.4 kcal/mol